Version A
Computed, not measured: the molecule C10H14O, with ωB97M-V/def2-TZVPD.

Summary:
Structure (SMILES) = CO/C(C)=C1\C[C@H]2C=C[C@@H]1C2

Atoms and positions in Å:
H -1.597 -1.175 -2.892
H 0.106 2.640 1.681
H -0.513 -3.081 -1.566
H 0.148 -0.938 -2.701
C -1.053 0.126 -1.120
H 1.352 -1.788 -0.396
H -1.273 1.094 -1.591
C -0.787 -1.000 -2.174
H 1.016 2.868 0.138
C 0.059 -0.076 -0.148
C 2.550 1.299 2.146
C 0.671 0.819 0.693
H 0.135 -1.968 0.940
C -2.075 -1.884 -0.532
H -2.719 -2.647 -0.137
C 0.308 -1.578 -0.077
H 1.979 1.957 2.818
H -3.015 0.094 0.066
C -2.259 -0.501 -0.418
H -0.630 2.487 0.160
C 0.275 2.279 0.677
H 2.996 1.982 1.413
C -0.711 -2.108 -1.128
H 3.327 0.746 2.675
O 1.712 0.352 1.475

***

Version B
Computed, not measured: the molecule C10H14O, with ωB97M-V/def2-TZVPD.

Atoms and positions in Å:
H 0.122 -0.855 2.336
H 0.697 -2.274 0.258
C -0.018 -0.801 -1.257
H -0.371 2.847 0.401
H 0.786 -1.119 -1.877
O -2.397 1.708 -2.181
C -1.131 -1.163 0.906
H -1.376 -1.052 3.024
H 2.429 -0.103 -0.184
H 2.476 1.682 -0.136
H -1.421 3.382 -0.772
H -2.157 -1.008 -1.735
C -0.267 -1.885 -0.161
H -1.240 -0.731 -3.001
C -1.447 1.009 -1.840
C -0.464 3.002 -0.654
H 1.606 0.636 1.141
C -0.379 1.526 -0.910
H -0.630 -2.443 2.536
H -0.825 -2.651 -0.463
C 0.500 0.593 -0.635
C -0.745 -1.490 2.231
H 0.391 3.563 -1.103
C 1.835 0.743 0.057
C -1.303 -0.429 -1.990

***

The energy of each structure relative to the most stable one, in eV, is as follows: version A 0.000; version B 3.069.

***

Version A
Computed, not measured: a structure of composition C2H6P2S, with ωB97M-V/def2-TZVPD.

Atoms and positions in Å:
H -0.924 -1.041 -1.260
P 2.593 -0.641 -1.278
C -0.333 0.437 2.367
H -1.022 0.221 -2.347
H -0.107 -1.181 -2.749
P 1.013 0.573 -1.269
H -0.387 -0.448 1.598
S 0.445 1.642 1.199
C -0.393 -0.521 -2.036
H -1.332 0.744 2.564
H 0.446 0.216 3.210

***

Version B
Computed, not measured: a cluster of 2 separate species, C2H6P2S in total, with ωB97M-V/def2-TZVPD.

Atoms and positions in Å:
H -2.191 1.345 1.197
P 1.090 -1.418 -0.390
H -1.384 1.911 -0.456
H -0.468 0.724 0.656
H 3.161 -0.737 0.845
S -2.358 -0.360 -0.531
C -1.545 1.053 0.287
H 0.654 -0.704 -1.592
C 2.365 -0.386 0.086
P -1.709 -1.978 0.424
H 2.385 0.550 -0.527

***

The energy of each structure relative to the most stable one, in eV, is as follows: version A 0.179; version B 0.000.

***

Version A
Computed, not measured: a cluster of 2 separate species, C2H8NOS in total, with ωB97M-V/def2-TZVPD.

Summary:
Charge = -1

Atoms and positions in Å:
H 2.202 1.217 -1.221
N -0.713 0.437 1.864
H -0.325 -1.008 -0.276
H -0.584 -1.622 2.599
H 1.901 -0.508 -1.821
C -0.257 -0.914 1.752
H 0.937 -0.751 1.738
O -0.572 -1.591 0.577
H -0.440 1.050 1.055
C 1.598 0.250 -1.137
S -0.140 0.913 -1.590
H 1.712 -0.059 -0.081
H -1.648 0.727 2.094

***

Version B
Computed, not measured: a cluster of 2 separate species, C2H8NOS in total, with ωB97M-V/def2-TZVPD.

Summary:
Charge = -1

Atoms and positions in Å:
H -0.764 0.855 0.134
H 2.924 1.516 0.950
H 3.251 2.465 -0.093
C -1.386 -1.164 0.103
H -0.843 -0.980 -1.816
H -1.067 -2.169 0.392
O 3.521 2.284 0.785
N -1.735 -1.149 -1.336
H -2.309 -0.966 0.664
S 1.276 -0.271 -0.349
C -0.356 -0.107 0.472
H -2.220 -0.267 -1.473
H -0.294 -0.047 1.567

***

Version C
Computed, not measured: a cluster of 2 separate species, C2H8NOS in total, with ωB97M-V/def2-TZVPD.

Summary:
Charge = -1

Atoms and positions in Å:
S 2.067 0.019 -0.646
H 2.512 -2.197 -0.176
H 1.385 -1.540 1.116
O -1.142 0.254 -1.182
H -2.008 0.159 0.666
H -0.220 1.167 1.294
H -0.216 -0.067 -1.031
H 0.077 1.919 0.043
C 1.613 -1.613 0.050
N -0.728 1.797 0.671
H -2.516 1.480 -0.435
C -1.660 0.923 -0.054
H 0.835 -2.302 -0.315

***

The energy of each structure relative to the most stable one, in eV, is as follows: version A 1.040; version B 0.000; version C 0.703.

***

Version A
Computed, not measured: the molecule C2H4NOP, with ωB97M-V/def2-TZVPD.

Atoms and positions in Å:
H 1.714 -1.500 -0.610
C 1.131 0.374 -0.190
C 0.095 1.144 -0.015
H -1.524 -1.201 -1.280
H -0.290 2.061 -0.560
P -1.961 0.563 -0.100
H -0.300 1.243 1.010
O -1.775 -1.043 -0.368
N 1.846 -0.563 -0.287

***

Version B
Computed, not measured: a cluster of 2 separate species, C2H4NOP in total, with ωB97M-V/def2-TZVPD.

Atoms and positions in Å:
H -0.931 1.936 0.380
P 0.889 -1.361 0.036
O 1.661 0.110 -0.264
H -1.692 -0.978 0.112
H 1.338 -1.217 1.446
H -1.160 -0.302 -1.958
C -0.317 1.036 0.216
C -0.719 -0.438 0.133
N 0.932 1.213 -0.101

***

The energy of each structure relative to the most stable one, in eV, is as follows: version A 0.000; version B 1.650.